Density functional theory data (wB97M-V/def2-TZVPD) for a 2-piece molecular cluster, C4H12N2OSi overall in a non-equilibrium geometry.

## Properties
**LUMO energy**: -0.648 eV
**E_HOMO**: -0.2504 Eh
**DFT total energy**: -633.7072 Ha
**Energy above the lowest of the compared OMol25 structures with the same formula, charge and spin**: 555.5 kJ/mol
**HOMO-LUMO gap**: 6.2 eV

```
20
Properties=species:S:1:pos:R:3:forces:R:3:nbo_charge:R:1
C -3.246476 2.960468 0.112939 0.7 0.1 -0.3 -0.5006
C 0.303381 -1.817705 1.589097 0.3 0.5 -0.6 -1.1668
C 2.207870 0.451887 0.264081 -0.8 -0.3 -0.2 -1.1690
C 0.412309 -1.507020 -1.642730 0.3 0.3 0.7 -1.1723
N -2.453834 0.935986 0.980215 -0.4 -2.3 1.9 0.0875
N -3.350366 1.800850 0.985016 0.6 0.0 -0.4 -0.2830
O -1.372194 0.934696 0.248513 1.2 0.9 -1.5 -0.6838
Si 0.810627 -0.805822 0.070868 -1.7 0.7 0.6 1.8945
H -3.773182 3.785562 0.589468 0.0 0.0 -0.1 0.1944
H -2.200338 3.230140 -0.072479 -0.1 0.1 -0.1 0.1940
H -3.722933 2.738912 -0.844692 0.0 0.1 -0.1 0.1948
H 0.721213 -2.822792 1.580356 0.1 -0.1 -0.1 0.2515
H 0.622135 -1.329469 2.507000 0.1 0.1 0.0 0.2613
H -0.780491 -1.904853 1.633008 -0.1 0.1 -0.2 0.2884
H 1.977216 1.148272 1.067108 -0.1 0.0 0.1 0.2787
H 3.151677 -0.033674 0.504079 0.1 -0.2 0.0 0.2607
H 2.346090 1.031461 -0.644675 0.0 0.0 -0.1 0.2620
H 0.379482 -2.595656 -1.630394 0.0 -0.1 0.2 0.2595
H -0.563823 -1.151962 -1.963356 -0.2 0.1 0.1 0.2932
H 1.141384 -1.199673 -2.388673 0.1 0.1 0.0 0.2549
```
Positions in Å, forces in eV/Å.



Density functional theory data (wB97M-V/def2-TZVPD) for CHF3NO2S as an isolated structure in a non-equilibrium geometry.

## Properties
**Multiplicity**: 3
**LUMO energy (alpha / beta)**: 4.102 / 3.405 eV
**Total charge**: -1
**⟨S²⟩**: 2.01
**E_HOMO (alpha / beta)**: -0.1280 / -0.1637 Eh
**DFT total energy**: -941.5863 Ha
**HOMO-LUMO gap (alpha / beta)**: 7.6 / 7.9 eV

```
9
Properties=species:S:1:pos:R:3:forces:R:3:nbo_charge:R:1
C 0.892767 -0.546426 -0.153579 -0.3 -0.6 0.7 0.7046
N -1.575872 -0.096107 0.769244 -4.2 -3.0 1.4 -1.1964
O 0.233463 1.264357 1.503721 0.0 1.2 0.2 -0.9882
O -0.748191 1.958496 -1.615053 0.0 0.1 -0.2 -0.4815
F 1.320778 -1.396817 0.906487 -0.4 1.6 -1.8 -0.3696
F 0.352318 -1.405404 -1.069579 0.8 0.3 0.0 -0.3654
F 1.956822 0.099941 -0.677583 -0.2 -1.0 0.2 -0.3390
S -0.486830 0.753853 0.332811 5.0 1.4 -0.1 1.6757
H -1.945254 -0.631890 0.003535 -0.6 0.0 -0.3 0.3597
```
Positions in Å, forces in eV/Å.